No. 1
{
  "formula": "C6H18BeN2O12",
  "method": "the ωB97M-V functional and the def2-TZVPD basis",
  "symbols": ["O", "O", "O", "O", "O", "O", "O", "O", "O", "O", "O", "O", "N", "N", "C", "C", "C", "C", "C", "C", "Be", "H", "H", "H", "H", "H", "H", "H", "H", "H", "H", "H", "H", "H", "H", "H", "H", "H", "H"],
  "xyz": [[-4.606, 5.123, 2.265], [-2.495, 3.270, -3.512], [-4.517, 3.110, 2.780], [4.336, 1.250, -0.113], [-4.277, 3.677, -4.391], [2.859, 3.692, 0.264], [-2.456, 4.399, -5.270], [-0.826, -2.256, -3.588], [1.351, -3.744, 2.269], [0.945, -1.692, 4.589], [-3.423, -2.710, -2.269], [-5.439, 4.562, 4.131], [-3.095, 3.787, -4.383], [-4.945, 4.263, 2.996], [-3.423, -2.859, -3.624], [-1.987, -3.037, -4.134], [4.959, 2.367, 0.571], [4.251, 3.695, 0.137], [1.115, -3.071, 4.680], [1.895, -3.645, 3.563], [-0.537, 0.022, 0.348], [-4.303, -2.491, -1.954], [4.202, 3.758, -0.950], [-1.824, -4.099, -3.955], [5.055, 0.615, -0.152], [-4.023, -3.709, -3.948], [2.073, -4.693, 3.806], [4.889, 2.171, 1.641], [-2.108, -2.965, -5.215], [0.390, -1.436, 5.328], [6.016, 2.297, 0.315], [0.204, -3.667, 4.743], [1.916, -4.342, 1.773], [1.588, -3.318, 5.630], [2.859, -3.149, 3.444], [-0.036, -2.252, -4.133], [2.598, 4.522, -0.141], [-3.878, -2.018, -4.148], [4.697, 4.571, 0.608]],
  "forces_ev_per_angstrom": [[-0.06, 2.44, -2.51], [2.80, -1.81, 3.35], [-1.16, -0.17, 0.13], [0.35, 0.52, 0.25], [-3.22, 0.26, -0.69], [-1.46, -0.26, 1.86], [-0.63, -0.13, 0.31], [-2.68, -0.33, 0.24], [-1.43, 0.83, -0.60], [-0.38, 0.55, -0.26], [-0.07, 0.13, 1.93], [-0.11, -1.02, -1.94], [1.07, 1.62, -2.84], [1.41, -1.32, 4.21], [0.71, 1.40, -1.22], [1.09, -1.05, -0.31], [-1.34, -0.02, -0.45], [0.81, -1.14, -1.36], [-0.67, -0.86, 0.32], [2.01, -1.23, -0.52], [-0.04, 0.05, -0.05], [-0.04, 0.00, 0.01], [2.16, 0.08, -0.38], [0.73, -0.05, 0.19], [-0.30, -0.39, -0.22], [0.32, -0.51, -0.19], [0.40, -0.03, 0.85], [-0.20, 0.37, 0.22], [0.53, 0.39, -0.17], [-0.04, 0.27, -0.02], [0.09, 0.94, -0.07], [-0.76, 0.38, -0.23], [-0.07, 0.06, 0.00], [0.67, -0.14, -0.05], [0.23, 0.22, 0.46], [-0.47, -0.44, -0.57], [-0.43, -0.07, 0.09], [-0.08, 0.52, 0.16], [0.27, -0.07, 0.07]],
  "max_force_ev_per_a": 4.726,
  "lumo_ev": -6.66,
  "de_lowest_ev": 11.950,
  "e_tot_ha": -1265.79177,
  "total_charge": 0,
  "homo_ha": -0.3165,
  "orbital_gap_ev": 2.0,
  "multiplicity": 1
}

=====

No. 2
{
  "formula": "C6H18BrMnNO6",
  "method": "the ωB97M-V functional and the def2-TZVPD basis",
  "symbols": ["Br", "Mn", "O", "O", "O", "O", "O", "O", "N", "C", "C", "C", "C", "C", "C", "H", "H", "H", "H", "H", "H", "H", "H", "H", "H", "H", "H", "H", "H", "H", "H", "H", "H"],
  "xyz": [[1.796, -3.032, -0.516], [-0.109, -1.386, 0.132], [3.027, 0.870, -0.605], [0.176, -0.736, 2.130], [1.061, 0.363, -0.533], [-1.137, -1.534, -1.853], [1.839, 2.297, -1.265], [-1.564, 0.350, 0.483], [1.925, 1.148, -0.836], [-0.246, -1.031, -4.151], [-1.446, 2.630, 1.204], [-1.219, -0.709, -2.964], [-1.647, 1.654, 0.004], [1.503, -0.546, 2.596], [1.720, -1.378, 3.841], [-0.725, 2.295, 1.950], [1.831, 0.472, 2.808], [-1.115, 3.554, 0.732], [-2.390, 0.212, 0.951], [0.900, -1.342, 4.559], [-2.441, 2.894, 1.563], [-1.149, -2.444, -2.158], [-2.257, -0.708, -3.295], [1.840, -2.450, 3.691], [-2.649, 1.842, -0.382], [0.791, -1.064, -3.819], [2.622, -1.085, 4.378], [-0.345, -1.962, -4.709], [-0.414, -0.284, 2.738], [-0.248, -0.209, -4.866], [2.194, -0.818, 1.798], [-1.153, 0.361, -2.767], [-0.969, 1.773, -0.841]],
  "forces_ev_per_angstrom": [[-1.10, 0.36, 0.44], [1.68, 0.78, -1.27], [6.60, -3.82, 1.79], [-0.06, 0.25, 0.13], [-5.49, -2.26, 0.39], [0.42, -0.60, 1.54], [-4.25, 1.61, -1.39], [-0.65, -1.94, 0.13], [2.44, 3.98, -0.48], [0.43, 0.34, 0.79], [-0.32, 0.46, -2.09], [-0.49, 1.11, -3.11], [0.06, 1.93, 0.35], [1.76, -0.74, 0.67], [0.44, -0.74, 0.63], [-0.19, 0.00, -0.12], [-0.99, 0.48, -0.11], [0.41, 0.19, 0.35], [-0.07, -0.38, 0.15], [-0.21, 0.55, -0.01], [0.15, -0.31, 0.73], [0.16, -0.26, -0.05], [-0.22, -0.58, -0.46], [-0.02, -0.02, -0.63], [-0.15, -0.10, -0.19], [0.01, 0.12, 0.48], [0.01, 0.26, -0.06], [-0.74, -0.11, 0.24], [-0.26, 0.02, -0.16], [-0.38, 0.01, -0.01], [-0.25, -0.40, -0.16], [0.89, -0.22, 0.97], [0.38, 0.04, 0.52]],
  "max_force_ev_per_a": 7.833,
  "lumo_ev": [-0.63, -0.86],
  "de_lowest_ev": 3.186,
  "e_tot_ha": -4470.48247,
  "total_charge": 0,
  "homo_ha": [-0.2927, -0.2926],
  "orbital_gap_ev": [7.3, 7.1],
  "multiplicity": 6
}

=====

No. 3
{
  "formula": "C6H18ClINO2PS2Si2",
  "method": "the ωB97M-V functional and the def2-TZVPD basis",
  "symbols": ["I", "Cl", "S", "S", "P", "Si", "Si", "O", "O", "N", "C", "C", "C", "C", "C", "C", "H", "H", "H", "H", "H", "H", "H", "H", "H", "H", "H", "H", "H", "H", "H", "H", "H", "H"],
  "xyz": [[-2.771, -0.767, 3.159], [-0.368, -0.125, -3.969], [1.914, 2.152, -1.687], [-0.447, 2.197, 1.892], [1.083, -1.105, -2.837], [-1.537, 1.571, 0.156], [0.962, 0.339, -1.059], [0.222, -2.339, -2.161], [-0.642, 0.547, -0.765], [-1.829, 3.001, -0.753], [1.837, -0.451, 0.378], [-2.498, -1.736, 0.309], [4.341, -0.594, 0.862], [3.195, -1.072, -0.019], [-3.286, -0.679, 1.063], [-3.167, 0.728, 0.495], [2.320, 2.464, -0.445], [-4.336, -0.964, 1.095], [3.440, -0.852, -1.064], [1.968, 0.298, 1.165], [4.363, 0.496, 0.926], [-3.775, 1.431, 1.072], [-0.594, -2.065, -1.726], [-2.027, 3.846, -0.233], [3.117, -2.160, 0.034], [5.308, -0.921, 0.477], [-3.622, 0.692, -0.506], [-1.427, -1.663, 0.500], [-2.821, -2.738, 0.591], [1.154, -1.198, 0.795], [4.247, -0.976, 1.881], [-2.667, -1.604, -0.765], [-0.557, 1.038, 2.564], [-1.099, 3.210, -1.425]],
  "forces_ev_per_angstrom": [[0.01, -0.03, 0.08], [-0.01, 0.06, -0.06], [0.03, 0.01, 0.02], [0.06, -0.06, 0.05], [-0.05, -0.08, 0.24], [-0.11, 0.04, -0.02], [0.10, -0.07, -0.26], [0.16, 0.01, -0.20], [0.04, -0.02, 0.12], [0.27, 0.02, 0.05], [-0.02, 0.02, 0.05], [0.00, -0.11, -0.03], [0.11, 0.01, 0.12], [-0.04, -0.07, -0.03], [0.02, 0.01, -0.04], [-0.05, 0.05, 0.01], [-0.04, 0.01, -0.01], [0.00, 0.03, -0.04], [0.00, 0.07, 0.03], [-0.02, 0.02, -0.02], [-0.01, 0.00, -0.07], [-0.03, -0.05, 0.01], [-0.15, 0.09, 0.13], [-0.12, -0.03, -0.02], [0.03, 0.02, -0.03], [-0.03, -0.03, -0.01], [0.00, 0.04, 0.01], [-0.03, 0.07, 0.00], [0.01, 0.02, 0.01], [0.05, -0.03, 0.01], [-0.06, 0.01, -0.02], [-0.04, -0.02, 0.02], [-0.02, 0.04, -0.01], [-0.09, -0.04, -0.08]],
  "max_force_ev_per_a": 0.287,
  "lumo_ev": 0.36,
  "e_tot_ha": -2919.53277,
  "total_charge": 0,
  "homo_ha": -0.3265,
  "orbital_gap_ev": 9.2,
  "smiles": "CCC[Si@](S)(O[Si@](N)(S)C[C@@H](C)I)P(O)Cl",
  "multiplicity": 1
}

=====

No. 4
{
  "formula": "C6H18ClO3S",
  "method": "the ωB97M-V functional and the def2-TZVPD basis",
  "symbols": ["Cl", "S", "O", "O", "O", "C", "C", "C", "C", "C", "C", "H", "H", "H", "H", "H", "H", "H", "H", "H", "H", "H", "H", "H", "H", "H", "H", "H", "H"],
  "xyz": [[-0.301, -1.630, -0.147], [1.297, 1.638, 0.899], [2.639, 2.135, 0.502], [-0.185, -2.703, -2.543], [-0.453, -0.069, 2.648], [0.419, 1.519, -0.629], [0.399, 3.090, 1.382], [-1.470, 0.869, 2.600], [-1.306, 1.924, 3.707], [0.617, -4.214, -4.308], [1.002, -3.403, -2.908], [0.740, 0.655, -1.163], [-0.214, -4.722, -4.079], [-1.592, 1.324, 1.608], [-0.583, 2.720, 1.540], [0.686, 2.365, -1.181], [1.463, -5.063, -4.628], [0.385, 3.910, 0.572], [-0.318, -2.400, -1.557], [-0.539, 2.723, 3.744], [-0.336, -0.476, 1.732], [-2.062, 2.911, 3.391], [1.728, -2.706, -3.075], [-1.684, 1.481, 4.598], [-0.658, 1.546, -0.380], [1.833, -3.990, -2.246], [0.792, 3.584, 2.338], [-2.578, 0.337, 2.706], [0.281, -3.356, -5.122]],
  "forces_ev_per_angstrom": [[-0.18, 0.99, 2.36], [0.91, 0.47, -0.22], [0.94, -0.03, 0.02], [0.55, -1.81, -0.41], [0.22, -0.50, -0.93], [-1.31, -0.48, 0.78], [0.62, 2.72, 0.31], [-2.40, -0.65, -0.10], [-2.97, 3.65, -2.16], [4.51, 2.90, -0.49], [-0.42, -2.06, -1.02], [-0.17, -0.86, -0.13], [-3.22, -2.01, 0.78], [0.22, -0.14, 0.14], [-0.82, 0.38, 0.21], [0.41, 1.60, -0.80], [-2.03, 2.66, 0.45], [0.22, -1.42, 1.00], [0.75, -0.75, -1.58], [0.87, -1.90, 0.34], [-0.24, 0.11, 1.14], [0.77, -3.01, 0.87], [1.77, 2.58, -1.61], [0.25, 0.28, 1.10], [0.47, -0.47, -0.55], [-3.12, -0.04, -0.14], [-0.34, -1.00, -1.36], [2.45, 1.22, 0.21], [1.32, -2.44, 1.81]],
  "max_force_ev_per_a": 5.383,
  "lumo_ev": 3.13,
  "de_lowest_ev": 0.969,
  "e_tot_ha": -1323.39872,
  "total_charge": -1,
  "homo_ha": -0.1949,
  "orbital_gap_ev": 8.4,
  "multiplicity": 1
}